#one
Entry from the Open Molecules 2025 dataset: one molecule with the formula C6H9NO2 (ωB97M-V with the def2-TZVPD basis set).

Results
Molar mass = 127.1 g mol⁻¹
Gap between HOMO and LUMO = 0.371 hartree
SMILES string = C[C@@H]1N=C2O[C@H]2O[C@H]1C
E_LUMO = 0.91 eV

Structure (ORCA input):
```
! wB97M-V def2-TZVPD RIJCOSX def2/J DEFGRID3
* xyz 0 1
C -1.0389 -1.9117 0.4480
C -0.5068 -0.7382 -0.4289
N 0.7767 -0.9611 -1.0602
C 1.6415 -0.5175 -0.2879
O 2.7212 0.2215 -0.1992
C 1.7635 0.2360 1.0726
O 0.7408 1.1438 1.0642
C -0.3692 0.7500 0.2163
C -0.4584 1.7954 -0.9370
H -0.3741 -1.8019 1.2949
H -1.0150 -2.9511 -0.0831
H -2.1473 -1.7282 0.7846
H -1.2401 -0.5330 -1.2396
H 2.3577 0.0410 1.8918
H -1.2654 0.9035 0.9522
H -1.5378 1.9578 -1.0982
H -0.0068 1.3771 -1.7996
H -0.0416 2.7167 -0.5909
*
```

#two
Entry from the Open Molecules 2025 dataset: one molecule with the formula C6H9NO2 (ωB97M-V with the def2-TZVPD basis set).

Results
Molar mass = 127.1 g mol⁻¹
Gap between HOMO and LUMO = 0.368 hartree
SMILES string = [H]/N=C1\C[C@@]1(C)OC(C)=O
E_LUMO = 0.90 eV

Structure (ORCA input):
```
! wB97M-V def2-TZVPD RIJCOSX def2/J DEFGRID3
* xyz 0 1
H 0.7895 2.6197 -1.9502
N 0.9816 2.0748 -1.1085
C 0.0503 1.3442 -0.7301
C -1.3735 0.9527 -0.7677
C -0.4836 0.5247 0.4029
C -0.6686 1.1458 1.7710
O -0.1064 -0.8257 0.5028
C 0.6144 -1.3181 -0.5471
C 1.2847 -2.6000 -0.1186
O 0.5681 -0.9364 -1.6861
H -2.1369 1.6914 -0.5617
H -1.6764 0.1932 -1.4733
H -0.3626 0.4269 2.5267
H -0.0657 2.0443 1.8804
H -1.7131 1.4058 1.9341
H 0.5832 -3.4195 -0.2700
H 2.1615 -2.7692 -0.7369
H 1.5536 -2.5546 0.9322
*
```

#three
Entry from the Open Molecules 2025 dataset: C6H9NO2 as an isolated structure (ωB97M-V with the def2-TZVPD basis set).

Results
Molar mass = 127.1 g mol⁻¹
Gap between HOMO and LUMO = 0.347 hartree
E_LUMO = 0.88 eV

Structure (ORCA input):
```
! wB97M-V def2-TZVPD RIJCOSX def2/J DEFGRID3
* xyz 0 1
C 0.4505 -1.6220 0.3840
N 0.2741 -0.4487 -0.4599
C -2.2141 -0.4241 -0.0838
C -0.5144 0.5458 -0.1491
C 1.6503 0.4858 -0.7431
C -0.6670 1.8225 0.1480
C 2.7662 0.3167 -0.0600
O -3.2216 0.4625 0.1409
O -2.4891 -1.5777 -0.3130
H -4.0748 -0.0105 0.1224
H 1.5212 1.1126 -1.6126
H 1.2620 -2.2128 -0.0398
H 0.6908 -1.3647 1.4183
H -0.4768 -2.1909 0.3833
H 0.1606 2.4923 0.3099
H -1.6632 2.2359 0.1728
H 2.8322 -0.2954 0.8282
H 3.7131 0.6727 -0.4465
*
```

#four
Entry from the Open Molecules 2025 dataset: a 3-piece molecular cluster, C6H9NO2 overall (ωB97M-V with the def2-TZVPD basis set).

Results
Molar mass = 127.1 g mol⁻¹
Gap between HOMO and LUMO = 0.346 hartree
E_LUMO = 0.07 eV

Structure (ORCA input):
```
! wB97M-V def2-TZVPD RIJCOSX def2/J DEFGRID3
* xyz 0 1
C 2.3379 -1.3175 0.0475
C 0.9588 -0.6907 -0.0836
O 0.1912 -0.8529 1.0948
C 1.0597 0.7910 -0.4949
C -0.2238 1.4480 -0.7294
C -1.3901 1.7940 -0.6546
C -2.7496 1.6489 -0.2794
N -3.7943 1.3466 -0.8401
H 2.2467 -2.3718 0.3396
H 2.8809 -1.2658 -0.9055
H 2.9334 -0.7939 0.8108
H 0.3909 -1.2219 -0.8611
H 0.6614 -0.4776 1.8468
H 1.6062 1.3471 0.2842
H 1.6593 0.8668 -1.4147
O -2.9034 0.0191 0.9296
H -2.0016 -0.3366 0.8985
H -3.8638 0.0671 0.0114
*
```

Stability, highest: #two

#one
Entry from the Open Molecules 2025 dataset: a 4-piece molecular cluster, C4H18NO3S overall (ωB97M-V with the def2-TZVPD basis set).

Results
Molar mass = 160.3 g mol⁻¹
Gap between HOMO and LUMO = 0.326 hartree
E_LUMO = -3.12 eV

Structure (ORCA input):
```
! wB97M-V def2-TZVPD RIJCOSX def2/J DEFGRID3
* xyz 1 1
C 0.6467 1.5370 1.6608
C -0.0101 0.4106 0.7803
C -1.1323 0.8041 -0.0975
C -2.3019 0.7790 0.8237
S -2.9684 -0.9378 1.0973
N 1.1125 0.0118 -0.2056
H 0.3781 1.3736 2.7303
H 0.3153 2.6353 1.5329
H 1.7368 1.8565 1.6723
H -0.1410 -0.6417 1.4019
H -0.8873 1.7982 -0.5334
H -1.3223 0.1733 -0.9558
H -3.2501 1.1892 0.4285
H -2.1940 1.5135 1.6908
H -2.1296 -1.5905 0.2186
H 1.1429 -0.9394 -0.7807
H 2.0795 0.0750 0.3465
H 1.3294 0.8497 -0.9147
H 2.3678 1.9371 -2.4826
H 1.0399 2.4321 -2.2739
O 1.6525 1.7813 -2.0156
H 0.1546 -3.4343 -1.2205
H 0.3449 -1.9885 -1.7799
O 0.7913 -2.6890 -1.3199
H 3.7800 -0.0806 -1.3804
H 3.7693 -1.5383 -0.8405
O 3.5536 -0.5776 -0.6621
*
```

#two
Entry from the Open Molecules 2025 dataset: a 4-piece molecular cluster, C4H18NO3S overall (ωB97M-V with the def2-TZVPD basis set).

Results
Molar mass = 160.3 g mol⁻¹
Gap between HOMO and LUMO = 0.331 hartree
E_LUMO = -3.00 eV

Structure (ORCA input):
```
! wB97M-V def2-TZVPD RIJCOSX def2/J DEFGRID3
* xyz 1 1
C 1.2794 1.0477 -2.0690
C 0.9292 1.2145 -0.6137
C -0.4546 0.8851 -0.1216
C -1.4623 1.9611 -0.5767
S -1.6349 3.3229 0.6392
N 1.8244 0.2240 0.2039
H 0.4166 0.8879 -2.7302
H 2.0735 0.4094 -2.4650
H 1.4713 2.0018 -2.6086
H 1.3118 2.1672 -0.2283
H -0.7075 -0.1600 -0.4390
H -0.5817 0.8478 0.9550
H -2.3894 1.3619 -0.5630
H -1.4006 2.4167 -1.5565
H -1.4191 2.6524 1.7768
H 2.2181 0.6209 1.0628
H 2.6895 -0.0053 -0.2901
H 1.2921 -0.5760 0.5605
H -1.8355 -3.1795 -0.3909
H -1.1676 -3.4536 -1.6204
O -1.0183 -2.9080 -0.8332
H -1.6384 -0.5393 3.3594
H -0.8869 -1.8359 2.8364
O -1.3678 -1.0417 2.5892
H 1.2932 -3.2941 1.3449
H 0.4144 -2.5311 0.4446
O 0.7515 -2.4971 1.3336
*
```

Stability, highest: #two